172
Properties=species:S:1:pos:R:3:forces:R:3 method="wB97M-V/def2-TZVPD" relative_energy_kj_mol=122.52 spin_multiplicity=1 homo_ev=-8.41 charge=0
C -4.979273 -3.053471 -2.297453 0.1 0.5 0.3
O -5.853226 -3.044337 -1.188869 -1.0 0.1 -0.3
C -6.895698 -4.029647 -1.170123 1.1 -0.7 1.3
C -7.907911 -3.651414 -0.112654 -0.9 0.2 0.3
C -8.821629 -4.851005 0.170507 0.0 0.4 -0.6
N -8.765494 -2.487481 -0.418591 0.9 0.3 -1.3
H -4.404502 -3.979676 -2.281925 -0.2 -0.1 -0.6
H -4.278418 -2.225509 -2.170135 0.0 -0.1 0.3
H -5.503279 -2.797320 -3.224514 -0.1 -0.7 -0.1
H -7.340461 -4.280218 -2.138962 0.1 0.4 -0.1
H -6.452973 -4.950530 -0.736799 0.1 0.1 -0.7
H -7.353294 -3.386492 0.795018 0.0 -0.1 -0.1
H -8.261717 -5.753847 0.405071 0.0 0.0 0.1
H -9.415878 -5.036054 -0.734784 0.1 -0.1 0.1
H -9.531522 -4.611472 0.956326 0.1 0.0 0.2
H -9.178295 -2.675249 -1.346668 -0.2 0.0 0.6
H -8.118746 -1.722614 -0.675721 -0.4 -0.2 0.5
C 1.554885 6.953582 4.242276 -0.2 0.1 1.1
O 1.210174 6.707924 2.902962 0.1 0.3 0.3
C 1.702656 5.507568 2.392462 0.1 -0.6 -1.2
C 2.510232 5.687475 1.104228 -1.1 0.2 -2.0
C 3.698680 6.624719 1.231019 -0.5 0.1 1.0
N 1.567431 6.206906 -0.053684 0.3 0.0 2.3
H 0.817532 7.643193 4.658395 0.2 0.3 -0.2
H 2.567973 7.357913 4.378623 -0.1 0.1 -0.3
H 1.476653 6.077409 4.905305 0.0 -0.2 -0.5
H 2.323102 4.958178 3.106562 -0.1 0.0 0.1
H 0.845599 4.892071 2.088074 0.0 -0.1 0.4
H 2.710236 4.665340 0.730119 0.5 0.4 0.5
H 4.463249 6.314632 1.951473 0.0 -0.4 -0.3
H 3.275996 7.519876 1.707153 0.2 0.2 -0.5
H 4.129819 6.841391 0.259898 0.2 0.1 0.0
H 0.800748 6.631148 0.485773 0.0 -0.1 -0.6
H 1.993423 7.018299 -0.502889 0.2 -0.2 0.1
C -1.905932 -3.463819 -3.336208 -0.2 -0.2 0.3
O -1.537704 -4.756145 -3.734487 0.5 0.0 -0.1
C -1.107716 -4.869877 -5.057272 0.8 -1.0 -0.8
C -2.180422 -4.608114 -6.118997 1.0 0.1 0.4
C -3.360149 -5.501748 -5.919546 -1.5 0.5 -0.8
N -1.673423 -4.826268 -7.461481 0.1 0.2 -0.5
H -1.117206 -2.706050 -3.368805 0.3 -0.3 -0.2
H -2.181921 -3.626894 -2.297424 -0.2 0.5 0.0
H -2.750058 -3.109011 -3.937221 -0.1 0.2 0.3
H -0.183562 -4.304498 -5.288882 -0.4 0.4 0.3
H -0.762097 -5.911248 -5.174869 -0.3 0.1 0.1
H -2.452183 -3.552543 -6.008866 -0.3 -0.1 -0.3
H -3.172839 -6.531140 -6.225679 0.3 -0.1 0.5
H -4.138515 -5.177212 -6.626446 0.1 0.0 0.1
H -3.808561 -5.398241 -4.933709 0.3 -0.4 0.2
H -1.518539 -5.806941 -7.658158 0.0 0.0 0.1
H -0.821345 -4.323157 -7.679109 -0.1 0.0 0.2
C 2.887141 1.386917 -2.679296 -0.5 -0.8 0.9
O 4.131276 1.877538 -2.273061 0.5 0.4 -0.2
C 4.072635 2.498310 -0.996350 -1.3 -0.9 0.1
C 5.461054 2.850729 -0.588078 1.2 2.5 -0.5
C 6.408693 1.690188 -0.534465 1.2 0.0 1.4
N 5.488292 3.736083 0.612756 -0.6 -2.2 0.0
H 2.981054 0.727098 -3.539826 0.3 0.4 -0.3
H 2.170724 2.199509 -2.848254 0.0 -0.1 -0.1
H 2.493894 0.719022 -1.882314 -0.2 0.4 -0.2
H 3.392481 3.374228 -1.011008 0.3 -0.1 -0.1
H 3.585848 1.759224 -0.318083 0.4 0.4 0.1
H 5.857816 3.507227 -1.394972 -0.3 -0.5 -0.2
H 6.147875 0.971466 0.252235 -0.4 -0.2 -0.5
H 7.398303 2.025895 -0.172435 -0.3 0.3 -0.2
H 6.610178 1.265064 -1.510555 -0.4 -0.3 0.0
H 6.329315 4.257047 0.735214 0.2 0.4 -0.1
H 4.632721 4.230942 0.773438 0.1 0.4 -0.1
C 0.338616 2.406042 0.880615 -1.7 1.7 0.4
O 0.483334 1.786276 -0.335732 0.5 -1.4 -1.2
C -0.713783 1.819270 -1.102484 -0.4 2.6 -0.3
C -1.732782 0.717346 -0.944015 1.3 -0.8 0.0
C -1.428370 -0.547457 -1.759884 -0.8 -0.5 0.8
N -3.051628 1.187652 -1.261451 -0.9 0.1 -0.3
H -0.271625 1.815459 1.572797 0.3 -0.1 0.3
H -0.256378 3.317250 0.664471 0.1 0.0 0.5
H 1.245311 2.812681 1.318782 0.5 -0.8 -0.1
H -1.254884 2.748488 -0.812029 0.1 -0.4 0.0
H -0.456135 2.086794 -2.136581 0.2 -0.8 -0.1
H -1.700235 0.482355 0.127898 -0.1 -0.2 -0.1
H -0.446602 -1.000030 -1.674224 0.4 0.2 0.2
H -1.656617 -0.424672 -2.822156 0.0 0.2 0.1
H -2.154659 -1.254286 -1.330086 0.2 -0.3 -0.5
H -3.750398 0.596619 -0.804186 0.2 0.2 0.0
H -3.213920 1.037243 -2.257183 0.0 0.3 0.1
C 4.472579 6.561380 -3.874660 0.7 0.0 0.0
O 3.135586 6.916704 -3.801073 -1.0 -0.1 -0.4
C 2.342196 5.794653 -3.454819 0.4 -0.8 1.2
C 0.891533 6.108006 -3.583446 -1.7 2.3 -0.7
C -0.119755 5.028045 -3.311780 1.3 -1.6 0.3
N 0.529840 6.775214 -4.875758 1.2 -0.5 -0.3
H 5.051914 7.413887 -4.225637 -0.1 0.2 0.2
H 4.648679 5.762592 -4.604327 -0.1 -0.2 0.2
H 4.810369 6.257811 -2.877040 0.3 -0.2 -0.1
H 2.633358 4.881984 -4.003933 0.0 0.3 -0.3
H 2.524698 5.553461 -2.388432 0.0 -0.1 -0.2
H 0.639823 6.903175 -2.865026 0.4 -0.1 0.1
H -0.106174 4.769684 -2.247814 -0.3 0.2 0.0
H 0.195811 4.082679 -3.789996 -0.2 0.2 -0.2
H -1.098966 5.293043 -3.679054 -0.2 0.2 0.1
H 0.748191 6.112396 -5.633863 -0.3 0.2 0.2
H 1.249179 7.494237 -5.020857 -0.4 -0.1 0.1
C 1.585414 3.333475 6.263513 -0.1 -1.6 0.1
O 0.483829 3.665830 5.452622 0.8 0.7 0.3
C -0.040709 2.603398 4.699119 -0.8 0.4 0.4
C -1.129422 1.859644 5.454781 -0.5 0.3 0.4
C -1.850107 0.951313 4.498755 0.9 -1.8 -0.1
N -2.086944 2.834432 6.043135 0.7 -0.2 -0.7
H 1.760799 4.095797 7.010743 0.0 0.3 -0.1
H 2.487230 3.099865 5.676314 -0.1 0.5 -0.1
H 1.380967 2.381792 6.793188 0.0 0.4 0.1
H -0.545945 3.141111 3.891690 0.3 -0.5 -0.5
H 0.715382 1.872367 4.403384 0.1 0.3 -0.5
H -0.663986 1.205539 6.206764 -0.1 0.3 0.2
H -1.183941 0.100616 4.237218 -0.1 0.4 0.0
H -2.112834 1.394282 3.542064 -0.5 0.3 0.2
H -2.650119 0.442885 5.032884 -0.5 0.4 -0.3
H -2.318623 2.611456 6.997979 0.0 0.0 0.1
H -1.634172 3.742944 6.005376 -0.2 0.0 0.4
C 6.289686 -5.346435 -1.624877 1.0 -0.2 0.1
O 5.275440 -4.490921 -1.982661 -0.9 0.8 0.1
C 4.297445 -4.284430 -0.978086 -0.7 -0.7 -0.2
C 3.988240 -2.824943 -0.829995 -0.7 1.2 0.4
C 4.988932 -2.060994 0.022632 0.4 0.6 -0.6
N 2.625189 -2.675582 -0.264087 0.0 -0.1 0.3
H 6.993577 -5.332238 -2.454984 0.1 -0.3 0.0
H 5.941096 -6.366896 -1.447122 0.0 -0.1 0.1
H 6.819795 -4.962010 -0.744658 0.0 -0.2 0.1
H 3.358375 -4.780642 -1.272335 0.2 0.0 0.0
H 4.564244 -4.720087 0.000132 0.3 0.1 -0.2
H 3.975338 -2.371036 -1.827188 0.2 -0.2 0.0
H 4.724587 -0.999117 -0.011779 -0.2 -0.1 0.4
H 5.999231 -2.049653 -0.404758 -0.1 -0.5 0.1
H 5.014460 -2.433314 1.047610 0.0 0.1 0.0
H 2.547722 -2.195589 0.636668 0.4 -0.3 -0.3
H 1.999603 -2.200859 -0.894494 0.0 0.0 -0.2
C -2.079741 -5.697164 3.364002 -0.5 0.4 0.2
O -0.924492 -5.166860 2.782771 0.0 0.1 -0.2
C -0.069685 -6.152471 2.247274 -0.6 -0.3 0.0
C 1.026869 -5.485886 1.535088 2.3 0.4 -1.1
N 2.070182 -4.922082 2.399944 -0.3 -0.5 -0.2
C 1.665031 -4.095405 3.484822 0.2 1.3 1.1
C 0.959418 -2.775836 3.143305 0.2 0.0 -0.8
O 1.938301 -1.871663 2.589178 -0.1 -1.8 0.1
C 1.540120 -0.561325 2.556631 0.2 1.2 2.1
H -1.945593 -5.802647 4.446429 -0.1 -0.3 0.0
H -2.386480 -6.646158 2.910912 0.1 0.0 0.1
H -2.882416 -4.972122 3.195883 0.0 -0.1 0.1
H -0.632235 -6.718929 1.499003 -0.1 -0.3 0.1
H 0.311000 -6.825491 3.027064 -0.1 0.0 0.0
H 0.669860 -4.794338 0.759252 -0.3 0.2 0.4
H 1.610732 -6.208089 0.946375 -0.5 -0.3 0.0
H 2.763056 -4.457525 1.831677 0.0 0.1 -0.1
H 2.575973 -3.819651 4.038221 -0.1 0.0 -0.1
H 1.062263 -4.630830 4.222773 -0.1 -0.1 -0.3
H 0.517470 -2.281731 4.020991 0.0 -0.3 0.0
H 0.172671 -2.953490 2.390796 0.1 0.1 0.3
H 1.056663 -0.299698 3.522759 -0.4 -0.2 -0.3
H 0.868136 -0.266021 1.753968 0.2 0.0 -0.4
H 2.467863 -0.000536 2.700390 -0.1 0.5 -1.1
C -4.210891 -1.774944 2.249265 -0.1 -0.9 1.2
C -5.154163 -0.789294 1.606118 1.6 -0.1 -1.8
C -4.739594 0.626676 1.964516 -1.3 0.3 0.5
O -4.940483 -0.872748 0.142957 -0.9 -0.9 0.6
H -4.363676 -1.800946 3.341466 -0.1 0.0 -0.2
H -3.145158 -1.564442 2.139458 -0.1 0.3 -0.5
H -4.399009 -2.795767 1.894813 0.1 0.1 -0.1
H -6.187130 -1.089148 1.797452 -0.1 0.5 0.3
H -5.345115 1.353066 1.415981 0.2 -0.1 -0.2
H -3.687181 0.782920 1.753294 0.1 0.0 -0.1
H -4.928701 0.852835 3.020961 0.2 -0.2 -0.1
H -5.344952 -1.735110 -0.177631 0.6 1.2 0.4